C2H4I2S | ωB97M-V/def2-TZVPD

Geometry as XYZ:
```
9
Properties=species:S:1:pos:R:3:forces:R:3:nbo_charge:R:1
I 2.4905 -1.9766 -0.0931 -0.518 1.320 0.026 0.115
I 2.5076 1.7659 -0.1109 0.464 -0.040 -0.304 0.242
S 1.0312 0.1349 2.0425 0.660 0.941 0.754 0.073
C -0.4377 -0.0021 -1.0717 0.211 0.096 3.649 -0.416
C 1.5067 0.0039 0.3800 -2.032 -0.837 -1.915 -0.706
H -1.3173 0.6443 -0.7413 1.508 -1.253 -0.104 0.212
H 0.0095 -0.6665 2.0326 -0.906 -0.975 -0.113 0.113
H -0.3776 -1.0639 -1.0338 -0.863 -0.720 0.530 0.195
H 0.0353 0.2722 -1.9221 1.476 1.467 -2.523 0.173
```
Forces are in eV/Å.

Energy above the lowest of the compared OMol25 structures with the same formula, charge and spin: 3.1260 eV
2S+1: 1
Highest occupied orbital energy (spin up / spin down): -8.3333 / -8.5141 eV

=====

C5H10N2O | ωB97M-V/def2-TZVPD

Geometry as XYZ:
```
18
Properties=species:S:1:pos:R:3:forces:R:3:nbo_charge:R:1
O 1.9421 1.9292 0.3456 -0.117 -0.475 -0.160 -0.600
N 0.4370 -0.1326 -2.1483 0.004 -0.011 0.368 -0.778
N 1.7488 0.5941 -0.1665 -0.051 0.245 0.208 -0.165
C -1.5146 0.6622 0.8758 0.278 -0.210 -0.184 -0.361
C -0.7045 -0.1616 0.1828 -0.268 0.132 0.106 -0.090
C 1.2237 -0.1670 0.8229 0.033 0.342 -0.548 -0.036
C -1.0760 -1.6169 -0.0016 0.018 0.056 0.024 -0.678
C 0.3346 0.5259 -1.0297 0.188 -0.162 0.040 0.155
H -2.0598 -1.7146 -0.4653 0.043 0.015 0.023 0.226
H 1.2907 -1.2343 0.6532 -0.118 -0.008 -0.068 0.224
H -1.1132 -2.1307 0.9614 0.003 0.022 -0.023 0.220
H 0.1185 1.5884 -0.9097 -0.004 0.015 0.211 0.207
H 2.6698 2.2513 -0.2002 -0.040 -0.025 0.033 0.482
H -0.3591 -2.1318 -0.6430 0.010 0.046 -0.002 0.232
H 1.2425 0.1974 1.8434 -0.065 0.041 -0.037 0.225
H -2.4145 0.3035 1.3658 0.029 -0.024 -0.016 0.196
H -1.2993 1.7212 0.9713 0.020 -0.004 -0.035 0.198
H -0.4665 -0.4836 -2.4577 0.037 0.003 0.061 0.343
```
Forces are in eV/Å.

Energy above the lowest of the compared OMol25 structures with the same formula, charge and spin: 7.2642 eV
2S+1: 1
Highest occupied orbital energy (spin up / spin down): -7.7633 / -7.7591 eV

=====

> energy above the lowest of the compared OMol25 structures with the same formula, charge and spin of number 1 (C2H4I2S)?

3.1260 eV

=====

> What is the 2S+1 in the second record?

1